(1)
Here is 2 unconnected molecules or ions with the total composition C13H24N5O6 in a non-equilibrium geometry from the OMol25 dataset. Energies are from ωB97M-V/def2-TZVPD.

Structure (XYZ):
```
48
C13H24N5O6, DFT ωB97M-V/def2-TZVPD
C 5.9015 0.8689 -5.8918
O -4.5064 2.4968 4.4938
C -2.0100 -1.0488 0.6765
O 4.2665 1.3876 -3.2423
C -2.3191 0.1149 1.6335
N -3.2393 0.8232 3.7869
H -1.3294 -1.3996 -1.3188
C -4.3977 1.4864 3.8208
H -0.5325 -3.4554 4.5182
H 0.4319 -0.2105 0.6057
H -6.4136 1.6754 3.1574
H -1.9838 -4.2419 5.1784
N 2.2494 0.3277 -0.9888
C -1.2959 -0.5798 -0.5975
H 2.8871 0.5923 -1.7293
H -3.7702 -0.9730 2.8072
O 2.9174 -0.1317 -4.2295
H -5.8794 -0.0004 3.3944
C 4.9215 0.1101 -5.2592
N 0.6815 0.1066 -2.5459
C -1.8643 -1.2198 3.7501
C -5.5852 0.9795 3.0243
H 2.5602 0.3209 -0.0348
H -3.0457 0.7709 1.1521
N -2.3108 -2.3491 4.3079
H -1.2363 -2.8751 6.0378
H -5.3287 0.9286 1.9691
H -3.2963 -2.5491 4.2499
H -0.2630 -0.0723 -2.8244
H -2.9505 -1.5242 0.3942
O 7.1200 2.8124 -6.5655
C 6.1985 2.2887 -5.7332
H 6.4973 0.3778 -6.6549
H 1.4112 0.1888 -3.2459
H -1.4123 0.6971 1.8101
H -2.5144 1.2318 4.3630
H -1.3851 -1.7939 1.1700
N 0.1165 -0.2159 -0.3520
C -2.8850 -0.3638 2.9880
O 5.6318 2.9304 -4.8666
C 1.0074 0.0714 -1.2873
C -1.4696 -3.2869 5.0532
O -0.6892 -0.8688 3.7953
H 4.9765 1.9701 -3.5979
H 4.8098 -0.9121 -5.6078
C 3.9651 0.4870 -4.2110
H -1.8338 0.2739 -1.0166
H 7.1965 3.7529 -6.3370
```

Properties
Kohn-Sham gap in eV: 7.598
Charge: +1
2S+1: 1
HOMO level in eV: -11.45
Largest force on an atom in hartree/bohr: 0.07876

---

(2)
Here is a molecular structure, C13H25As2ISn in a non-equilibrium geometry from the OMol25 dataset. Energies are from ωB97M-V/def2-TZVPD.

Structure (XYZ):
```
42
C13H25As2ISn, DFT ωB97M-V/def2-TZVPD
H -1.2615 0.6038 -0.9512
C 1.3963 -1.2943 3.8216
H 0.6353 -0.9929 -5.5267
C 0.9769 0.4573 5.4226
H -2.4136 2.4329 3.9504
C 0.6277 -1.5508 -4.3822
C -0.0597 0.5286 3.2328
H 1.6010 -2.0272 -4.3426
H -0.5431 0.9673 -4.4822
H 1.9098 -2.2646 3.5729
H 0.5488 3.0074 1.6347
H -2.9973 0.7368 3.7118
H -0.7627 1.9361 -2.0824
C 1.4458 -2.9603 1.1727
H 1.1161 1.4758 -3.9402
H -1.0199 -3.1488 2.5551
C 0.4607 0.6770 -4.2970
H -0.5511 3.5334 2.9689
H 0.9944 0.4184 -5.2497
H -2.0880 -1.7386 2.1819
C 0.6068 -0.6998 2.9011
H -2.1679 0.9047 -2.5617
C -0.4900 3.1172 1.9569
H 2.2241 -1.2412 5.8172
As 0.1683 -1.4749 1.0926
Sn 0.5133 -0.3540 -2.5559
H -0.1313 -2.3372 -4.4262
H 1.1187 -3.6568 1.9559
H -1.8276 -3.0166 0.9362
C 1.6001 -0.7534 5.0864
H 1.1184 0.9166 6.4094
C -1.2049 0.9260 -2.0045
As -1.3199 1.3483 1.9149
H -0.3497 2.0492 4.7454
C -1.3792 -2.4683 1.7753
H 1.4487 -3.4372 0.1856
C 0.1433 1.1077 4.4937
H -1.0460 3.7299 1.2411
C -2.7426 1.6818 3.2222
I -1.1370 -2.5375 -1.7192
H 2.4274 -2.5326 1.4067
H -3.5961 2.0461 2.6389
```

Properties
Kohn-Sham gap (spin up / spin down) in eV: 6.045 / 5.370
2S+1: 1
HOMO level (spin up / spin down) in eV: -7.59 / -7.57
Largest force on an atom in hartree/bohr: 0.12261

---

(3)
Here is 2 unconnected molecules or ions with the total composition C13H25BFNO9 from the OMol25 dataset. Energies are from ωB97M-V/def2-TZVPD.

Structure (XYZ):
```
50
C13H25BFNO9, DFT ωB97M-V/def2-TZVPD
C 0.0645 1.5301 -0.2800
H -2.8194 -2.7351 -1.0429
C 7.2313 -3.0988 4.1746
C 1.7139 -0.7400 -0.5521
B 1.0738 0.4145 0.2863
H 7.2264 -3.8143 4.9913
H -3.6126 -2.1065 -3.5703
O -3.2167 1.6204 1.0217
H 4.3238 -0.1010 1.7065
O -1.7610 2.9051 -2.6573
C -4.3810 1.9784 0.2443
H -0.3314 0.8252 -2.2779
H -5.4694 1.4352 -1.4777
H 8.1074 -2.4571 4.2460
H -4.3738 3.0618 0.0760
C -0.6332 2.8838 -2.3102
C 5.8673 -1.3902 3.3912
H 7.2380 -3.6217 3.2201
H 1.3589 -0.8289 -1.5816
H 1.1868 1.7655 -2.0928
O 1.3832 0.5165 1.6433
O -2.6193 -0.3151 -3.2513
O -1.2555 1.1104 0.1341
H 0.8566 -0.1254 2.1438
C -4.5871 -1.0853 -1.9647
H -3.7351 1.5916 -1.7861
H 2.8079 -0.6536 -0.5738
H -5.3344 -0.6483 -2.6397
F 0.1166 4.0019 -2.3564
H -1.6165 -1.4898 -1.4215
C -3.3168 -1.4473 -2.7372
H -5.0080 -2.0456 -1.6301
H -3.2229 0.2319 -3.7717
C 4.4208 0.2977 2.7138
N -4.4308 -0.2172 -0.8118
H 0.3200 2.4731 0.2148
H -3.6297 -0.4743 -0.2486
O 6.6235 -1.1599 2.4831
C -2.3153 -2.2097 -1.8593
O -1.8000 3.2749 0.4405
C 0.1336 1.6968 -1.8056
O 4.7253 -0.7533 3.6393
C -4.4752 1.2148 -1.0623
H 5.1982 1.0599 2.7381
O 6.0325 -2.3326 4.3211
H -1.7281 -2.9193 -2.4475
H 1.4989 -1.6896 -0.0404
H -5.2450 1.7386 0.8697
H 3.4765 0.7203 3.0325
C -2.0677 2.1115 0.5187
```

Properties
Kohn-Sham gap in eV: 8.992
2S+1: 1
HOMO level in eV: -8.73
Largest force on an atom in hartree/bohr: 0.01830

---

(4)
Here is a molecular structure, C13H25Cl2INOP2Zr in a non-equilibrium geometry from the OMol25 dataset. Energies are from ωB97M-V/def2-TZVPD.

Structure (XYZ):
```
46
C13H25Cl2INOP2Zr, DFT ωB97M-V/def2-TZVPD
P 0.5803 2.4355 -1.3038
H 1.9703 1.2697 -2.9222
H -0.3811 4.3557 -2.4275
H -0.9997 4.1712 -0.7580
H -2.0645 -3.0077 -0.7604
H 2.1710 4.2280 -1.6004
C -3.3119 -1.6026 1.4681
H -0.4027 -3.3155 -0.2033
C -0.7284 3.6369 -1.6753
H -2.1433 -3.0423 -3.0037
H 0.9780 2.2400 1.9771
H -3.5455 -0.7890 2.1682
H 2.1724 -1.6752 1.1718
H 0.3098 1.5521 -3.5213
H -1.2554 -2.3487 -4.3389
H 1.8112 3.9467 0.1415
C 3.3355 0.4041 3.6391
C -1.4338 -3.1461 0.1226
H 4.0343 0.4172 4.4702
N 1.5674 0.2999 1.4856
Cl 4.0036 -2.1971 3.3169
H -3.8270 -1.4197 0.5145
C -0.9158 -2.3779 2.7674
C 1.6507 1.4199 2.2527
H -1.6116 3.1097 -2.0534
C 2.0046 3.4686 -0.8237
P -1.5088 -1.6713 1.1992
H 0.1506 -2.6270 2.6951
C -1.4218 -2.2596 -3.2589
C -1.9556 -0.8779 -2.9119
H 2.6067 2.4506 3.8518
Cl -1.4939 0.2573 -4.2393
C 3.1824 -0.7597 2.8846
H -1.0589 -1.6467 3.5729
C 2.5517 1.5079 3.3036
H -0.4770 -2.4533 -2.7312
C 2.3181 -0.7951 1.7905
O -1.2739 -0.4122 -1.6660
C 1.1530 1.9984 -2.9785
I -4.0821 -0.8756 -2.9260
H -1.4980 -3.2870 2.9819
Zr -0.1221 0.2552 -0.0327
H 1.5009 2.9068 -3.4897
H 2.8918 2.8296 -0.7418
H -1.7793 -4.0136 0.6960
H -3.6523 -2.5603 1.8964
```

Properties
Kohn-Sham gap in eV: 4.725
Charge: +3
2S+1: 1
HOMO level in eV: -17.52
Largest force on an atom in hartree/bohr: 0.09349

---

(5)
Here is a molecular structure, C13H25ClIN2P2Zr in a non-equilibrium geometry from the OMol25 dataset. Energies are from ωB97M-V/def2-TZVPD.

Structure (XYZ):
```
45
C13H25ClIN2P2Zr, DFT ωB97M-V/def2-TZVPD
C -0.8321 0.0575 -3.8288
H 2.3402 2.8999 -0.0107
C -0.5041 1.2773 2.3953
H -1.0143 -1.9631 1.9100
H -0.2583 2.2804 4.2904
C 0.8535 2.8822 -2.6353
C 1.0069 -3.1798 -2.2005
H -1.9027 -3.5379 -1.4397
H 2.3154 -2.8661 0.4951
H 1.2456 -4.2491 -2.1692
H 0.3396 -2.9757 -3.0481
Cl 2.1405 0.0001 -1.0738
C -0.5117 -1.0640 3.8338
H 1.8264 2.3850 -2.7274
C 1.3289 -3.3257 0.6034
H -1.0751 4.6328 -1.0050
H -1.8418 3.4044 0.0529
H 0.9539 -3.0898 1.6059
C -0.3437 1.3211 3.7730
C -1.2808 -3.6901 -0.5499
C -1.3388 3.5714 -0.9101
C -0.3014 0.1311 4.5085
C 1.3531 3.3540 0.1153
H -2.0297 3.2805 -1.7107
H -1.0846 0.9413 -4.4156
H 1.0515 3.2139 1.1559
H 1.4213 -4.4154 0.4988
H -1.8593 -3.3873 0.3328
H 1.9282 -2.6037 -2.3383
H 1.4131 4.4259 -0.1029
H 0.9850 3.9609 -2.7697
H -0.6467 2.1898 1.7996
H -1.0084 -4.7527 -0.4599
N -0.5227 0.0808 1.7249
P 0.1589 2.5437 -0.9933
C -0.7010 -1.0637 2.4576
H 0.1947 2.4899 -3.4153
H 0.1966 0.0926 -3.4577
Zr -0.1681 -0.0330 -0.5028
N 0.0438 0.1634 7.1008
C -0.1064 0.1496 5.9411
P 0.2053 -2.6471 -0.6636
I -2.4065 -0.0311 -2.1343
H -1.0165 -0.8479 -4.4102
H -0.5478 -2.0062 4.3773
```

Properties
Kohn-Sham gap in eV: 7.269
Charge: +3
2S+1: 1
HOMO level in eV: -19.28
Largest force on an atom in hartree/bohr: 0.04831

---

(6)
Here is a molecular structure, C13H25InNO4 in a non-equilibrium geometry from the OMol25 dataset. Energies are from ωB97M-V/def2-TZVPD.

Structure (XYZ):
```
44
C13H25InNO4, DFT ωB97M-V/def2-TZVPD
H -9.0245 -30.5242 -17.2230
O -6.5208 -34.5881 -15.4950
C -7.4642 -30.4536 -21.7406
C -7.2814 -33.5707 -15.7736
H -4.5172 -29.3370 -19.1285
H -7.5498 -31.9851 -20.2403
H -5.3737 -30.4409 -21.1403
H -8.0213 -27.6836 -21.1476
H -4.3565 -28.1181 -20.3877
C -7.0824 -36.5784 -14.2427
C -8.7575 -31.1214 -18.0961
In -5.6695 -29.8737 -15.6639
H -9.5865 -28.3125 -19.2318
H -10.6006 -29.7032 -19.1580
O -8.5515 -33.9041 -15.9663
H -8.1178 -27.9968 -18.1891
H -9.6419 -31.7001 -18.3477
H -9.3810 -35.5370 -14.9553
O -7.4053 -28.6577 -18.0147
C -7.2953 -35.8391 -15.5417
C -6.4261 -28.8180 -20.1330
C -6.2040 -29.7497 -21.3161
H -9.1914 -35.7961 -16.6568
C -8.1659 -31.1235 -20.5278
O -6.8656 -32.4244 -15.8432
C -8.7232 -35.3218 -15.7972
C -8.4087 -30.2033 -19.3659
C -9.7047 -29.3199 -19.6449
H -9.9468 -29.2227 -20.7054
H -7.3727 -26.8356 -19.7657
H -6.4112 -26.8529 -21.1733
H -9.1162 -31.5219 -20.8837
C -5.0093 -28.4849 -19.5973
H -7.6130 -36.0989 -13.4227
H -7.8931 -31.7431 -17.8722
H -6.0210 -36.5708 -13.9898
H -5.8704 -29.0941 -22.1318
H -5.0261 -27.6654 -18.8726
H -6.9230 -36.3647 -16.4217
N -7.2732 -29.4310 -19.1044
C -7.0976 -27.4816 -20.6071
H -8.1722 -29.6957 -22.1111
H -7.3239 -37.6336 -14.3615
H -7.3480 -31.2484 -22.4713
```

Properties
Kohn-Sham gap in eV: 2.761
Charge: +3
2S+1: 1
HOMO level in eV: -18.83
Largest force on an atom in hartree/bohr: 0.08684

---

(7)
Here is a molecular structure, C13H26BiN6O6S in a non-equilibrium geometry from the OMol25 dataset. Energies are from ωB97M-V/def2-TZVPD.

Structure (XYZ):
```
53
C13H26BiN6O6S, DFT ωB97M-V/def2-TZVPD
H 2.6228 -0.7170 -0.9112
C 2.1414 -0.6930 3.6945
C -2.0055 -1.4052 -2.0657
C -3.5846 0.1474 -3.4237
H 0.5178 2.5124 -2.4086
N -1.0724 -1.3552 -1.0713
C -2.6755 -1.3928 1.7267
C 1.4586 2.9452 -2.0362
H 0.6627 4.6911 -1.4906
H -3.9106 -0.7520 -3.9525
O 1.0544 -1.9244 1.4678
H -0.5124 -1.8061 3.6631
C -2.4654 -0.1353 -2.4975
H 2.9493 -0.1012 4.1425
H 2.5587 -1.6486 3.3602
H -1.6863 -3.2224 -3.1608
H -4.4392 0.5545 -2.8601
H -3.9480 -1.5565 0.0688
H 1.7017 1.7597 4.7017
H -4.0002 -4.0929 0.4536
N -2.2583 -2.3490 2.5968
O 1.1802 3.9765 -1.0785
H 2.8600 2.6337 3.6867
C 1.5071 0.0705 2.5945
N -3.4240 -2.0392 0.7938
C -1.5627 -2.0679 3.8487
Bi -0.4240 0.6227 0.0680
H 1.4176 -0.9039 4.4967
H -2.0562 -1.2341 4.3635
H -3.3144 -2.5505 -3.2999
O -0.5626 -2.4713 -0.5897
O 1.8428 -0.5034 -1.4526
H -3.2928 0.9192 -4.1478
N -1.7944 0.9132 -1.9447
C 1.4116 1.4946 2.5987
H 1.5239 -1.3691 -1.7776
C 1.8078 2.3251 3.7678
H 2.0395 3.3781 -2.8644
N 0.9699 -0.5269 1.5160
S -2.3758 0.2965 1.8398
H 1.1970 3.2335 3.8420
O -1.9116 2.0838 -2.4141
C -2.4806 -2.7043 -2.6027
H 2.0522 2.1723 -1.5381
H 0.4580 -2.1817 0.6806
O 1.1800 3.4128 1.4061
C -3.4663 -3.3944 1.0695
H -2.8276 -3.3735 -1.8048
N 1.0233 2.0426 1.4429
H -1.6093 -2.9637 4.4767
H -2.5072 -4.4807 2.7546
H 1.1406 3.6731 0.4214
C -2.7317 -3.5886 2.1930
```

Properties
Kohn-Sham gap (spin up / spin down) in eV: 4.952 / 4.930
Charge: +1
2S+1: 1
HOMO level (spin up / spin down) in eV: -9.18 / -9.16
Largest force on an atom in hartree/bohr: 0.08612

---

(8)
Here is a molecular structure, C13H26CeClINOP2S in a non-equilibrium geometry from the OMol25 dataset. Energies are from ωB97M-V/def2-TZVPD.

Structure (XYZ):
```
47
C13H26CeClINOP2S, DFT ωB97M-V/def2-TZVPD
C 0.8006 1.8299 -1.9247
P -1.7911 -0.6158 -2.1233
H 1.2376 -4.0341 -0.6797
H -4.1684 -1.0600 -2.3302
H 0.1402 -5.8254 0.7054
H -0.3861 -5.3937 3.1088
H 3.2718 1.2792 1.6162
H 2.4351 4.6438 1.6596
H -1.7883 -2.9185 -2.9717
I -1.9406 -0.4473 2.2332
H 3.0850 2.2727 3.0983
H 0.5685 3.9123 -2.1793
H -0.8846 3.3331 2.4634
H -3.5420 -1.4476 -0.7014
C 2.5601 1.6422 2.3697
C 1.9106 4.0419 0.8914
C 0.0837 3.0463 2.8839
Cl -1.8986 2.5560 -0.3683
Ce -0.2694 0.6126 -0.0283
H -2.5161 -0.6143 -4.4949
H 0.5049 3.8926 3.4310
H 1.4550 3.1076 -3.5621
C 0.3366 -3.3918 3.0348
C 1.2559 -2.6328 0.9361
H -3.8191 0.2270 -1.1490
H -0.1031 2.2148 3.5677
S 1.8759 -1.3000 0.0662
C 0.4136 -4.8765 1.1517
H 1.0900 4.6330 0.4423
H -0.3465 2.9287 -3.3131
C 0.0854 -4.6290 2.4853
H 1.1083 -1.5110 2.6554
H -1.2303 -2.8172 -1.2719
H 2.6148 3.7758 0.0798
C 0.6318 3.0193 -2.8188
N 0.9650 -2.4526 2.2670
H -0.8674 0.0856 -4.2406
H -0.1392 -2.3434 -2.5565
C -3.4921 -0.7425 -1.5346
H 2.1815 0.7462 2.8801
H 0.0527 -3.0959 4.0302
O 1.7101 1.0083 -1.8785
C -1.1959 -2.3318 -2.2576
C 1.0178 -3.8908 0.3808
H -2.3058 1.0383 -3.7818
C -1.8924 0.0130 -3.8289
P 1.1844 2.5116 1.5571
```

Properties
Kohn-Sham gap (spin up / spin down) in eV: 6.546 / 3.122
Charge: +2
2S+1: 2
Expectation value of S²: 0.78
HOMO level (spin up / spin down) in eV: -14.08 / -13.98
Largest force on an atom in hartree/bohr: 0.04636